Entry 1:
C32H60BrCl2IO6P | wB97M-V/def2-TZVPD

```
103
Properties=species:S:1:pos:R:3:mulliken_charge:R:1
I -0.64622 -3.04745 -2.73918 -0.27
Br 2.87056 -0.08300 -4.52789 -0.25
Cl 3.56156 -5.92329 -2.56587 -0.28
Cl 3.72809 -3.20558 -1.18699 -0.27
P 0.68326 -3.10809 -0.43250 -1.06
O 1.18052 -1.52362 -0.87752 -0.22
O -0.80384 2.15802 3.00699 -0.31
O 1.60958 -2.97592 1.00602 -0.55
O -5.31246 0.90090 -2.26139 -0.38
O 8.21690 -0.56501 2.96604 -0.38
O -7.04732 4.26664 -3.01450 -0.42
C -6.66627 0.54021 -1.99625 -0.33
C -7.05061 -0.48787 -3.05349 -0.58
C -4.74026 -0.01119 -3.20487 -0.30
C -5.71161 -1.17791 -3.31407 -0.35
C 3.25254 0.06112 -1.69592 -0.92
C -2.57104 3.14219 4.22140 -0.56
C -5.22384 4.90038 -4.38062 -0.58
C 3.08134 -1.43351 2.27082 -0.96
C -2.03772 -3.62261 0.35889 0.00
C -5.62934 6.08901 -3.51065 -0.54
C 2.72292 0.24691 -0.27347 -1.04
C 9.34711 1.26475 3.93996 -0.57
C 4.43341 -2.01603 1.90110 -0.42
C 1.55206 -0.67575 0.18729 2.52
C -1.65075 1.10048 3.45838 -0.13
C 8.45482 0.83015 2.78301 -0.38
C -7.03659 5.68903 -3.08320 -0.49
C 2.18400 -3.98115 -1.28682 0.30
C 2.12914 -5.17206 -1.87766 0.62
C 5.47746 -1.36932 1.27782 -0.50
C 10.14602 -0.01020 4.20753 -0.54
C -3.45209 -3.10675 0.01813 -1.13
C -0.95571 -2.53808 0.36136 -0.37
C 0.42927 0.28757 0.62605 -0.98
C -2.45808 1.67103 4.61883 -0.63
C -1.20596 3.39283 3.58912 -0.52
C 0.94859 -6.07024 -2.04801 -1.14
C -5.86380 3.73897 -3.63075 -0.01
C 1.85034 -1.64657 1.38089 0.16
C 2.29508 0.55434 -2.76252 -0.45
C -0.31066 0.93749 -0.54150 -1.60
C 9.09473 -1.08651 3.95971 -0.53
H 3.57800 0.16363 0.39702 0.26
H 4.55338 -3.06611 2.17630 0.36
H -7.83721 -1.16264 -2.71741 0.38
H -0.32699 -0.23349 1.20775 -0.17
H 2.84104 -1.84557 3.24906 0.50
H 8.95398 0.97806 1.81923 0.27
H -2.30125 0.79425 2.63209 0.20
H -0.61610 0.17507 -1.25796 0.14
H 10.57342 -0.06144 5.20815 0.33
H 3.22744 -0.35944 2.36501 0.50
H -5.65530 -1.68225 -4.27733 0.37
H -5.66160 5.00049 -5.37679 0.28
H -0.46730 3.68477 4.34528 0.27
H 0.03846 -5.67135 -1.62058 0.20
H -6.72427 0.10981 -0.98975 0.27
H -3.46956 -2.02100 -0.07521 0.23
H 7.49751 1.35203 2.75773 0.28
H 0.26523 1.72154 -1.03392 0.34
H 1.30166 0.13840 -2.64548 0.02
H -5.60368 7.04584 -4.03112 0.36
H 8.74005 1.51542 4.81252 0.28
H -5.50579 -1.91209 -2.53277 0.05
H -1.22858 4.16126 2.81478 0.28
H -4.63014 0.50557 -4.16618 0.24
H -2.08063 -4.04058 1.36738 0.39
H 6.37722 -1.07521 1.81421 0.08
H 9.96354 2.12857 3.69471 0.33
H 5.41411 -1.06818 0.23153 0.28
H -4.97367 6.15602 -2.64007 0.26
H -3.79476 -3.52678 -0.92770 0.30
H -6.14195 2.91016 -4.28288 0.11
H 0.84268 1.05025 1.28766 0.71
H 9.51811 -2.02581 3.60237 0.28
H 0.77143 -6.22008 -3.11494 0.34
H -7.39632 0.01464 -3.96052 0.25
H 3.53605 -0.95656 -1.92276 0.21
H 0.27494 -4.42647 -0.05799 0.50
H -3.75254 -0.31329 -2.86065 0.20
H -5.20648 3.35039 -2.85126 0.14
H 1.17119 -7.05494 -1.63295 0.35
H -4.17120 -3.38280 0.79078 0.34
H -4.14724 4.78304 -4.49238 0.35
H -1.03370 0.24725 3.74195 0.15
H -7.77859 6.01379 -3.82289 0.28
H 8.51733 -1.29101 4.86820 0.29
H -1.89806 1.57795 5.55224 0.27
H -2.77836 3.81096 5.05624 0.34
H -1.23065 1.38989 -0.16353 0.40
H -3.41841 1.17364 4.74682 0.37
H -7.32013 6.09457 -2.11045 0.27
H -1.77404 -4.44876 -0.30374 -0.03
H -3.36085 3.26873 3.47795 0.26
H 1.03485 -1.42504 2.09442 -0.16
H -1.32507 -1.63862 -0.12799 0.08
H 4.16840 0.65690 -1.77474 0.59
H -7.28565 1.43921 -2.02497 0.18
H 2.28213 1.63559 -2.86048 0.46
H -0.76421 -2.25573 1.40006 0.22
H 10.95896 -0.10135 3.48386 0.26
H 2.38407 1.28449 -0.21165 0.42
```

Summary:
E: -5840.0576 hartree
HOMO-LUMO gap: 0.25937 Ha
Net charge: -1

Entry 2:
C57H55GeIrN3O2S2 | wB97M-V/def2-TZVPD

```
121
Properties=species:S:1:pos:R:3:mulliken_charge:R:1
Ir -0.42829 -0.66855 -0.50834 2.24
Ge 3.23448 -0.71666 -0.47197 1.25
S -0.52828 -0.86056 3.29462 0.25
S -2.78873 -3.77230 0.02106 -0.14
O -2.12193 -2.57830 -0.59004 -0.10
O -0.73260 -0.61892 1.82791 -0.77
N -2.58896 2.97413 -1.69474 -0.04
N -1.54276 1.18041 -0.61833 -0.49
N -1.66622 1.27348 -2.93935 0.11
C -3.57244 -1.96444 1.94361 -0.12
C -4.38563 2.45807 -3.29311 -0.35
C 3.88438 1.11911 -0.28490 0.81
C 0.32508 -2.43627 3.44385 -0.02
C -5.07333 -2.51994 3.74758 -0.78
C 0.34547 2.86812 0.61787 -1.41
C -3.18565 1.57784 1.16158 -0.36
C 3.67592 3.36377 -1.18925 -0.52
C -1.32555 3.12941 2.50082 -0.58
C -1.06080 -0.13515 -4.75034 1.78
C 6.15599 -2.06334 -3.17988 -0.74
C -0.39030 -3.84050 1.44517 1.61
C 4.10046 -1.41177 -2.07629 -0.09
C -0.98272 2.58208 1.26735 1.72
C 1.31744 -0.69614 -0.46353 0.04
C 0.77186 0.60757 5.18320 -0.70
C 3.40000 -1.74379 -3.22999 -0.34
C 3.73469 -1.99421 0.92746 0.48
C -3.65138 3.36851 -2.53584 0.23
C 5.48853 -1.57607 -2.06579 -0.60
C 0.76413 0.22304 3.85003 0.36
C -3.97681 4.73101 -2.55893 0.80
C -0.58838 -0.90551 -2.45893 -1.61
C -5.19037 -3.81698 3.26295 -0.63
C 5.11569 2.97129 0.68867 -0.42
C 3.34151 2.01767 -1.21175 -0.61
C 5.44126 -2.39525 -4.32580 -0.41
C -1.93650 1.74668 -1.70921 0.33
C 3.17943 -3.26994 0.76097 -0.59
C 2.67857 1.99201 4.72548 -0.77
C -5.76739 4.24468 -4.11942 -0.72
C -2.57780 2.91991 3.06073 -0.92
C -3.19135 5.71299 -1.73403 -1.55
C 4.11342 -4.01126 2.85006 -0.62
C -4.26892 -1.60009 3.09260 -0.30
C -1.55000 0.94142 -5.68790 -1.53
C -1.92421 1.77748 0.61741 -0.99
C -3.67663 -3.26535 1.48996 0.04
C -1.06915 0.05350 -3.35643 0.90
C 2.65171 1.60434 3.39323 -0.83
C -1.46963 -4.73239 0.83569 -1.08
C -3.51711 2.15510 2.37913 -1.21
C -4.49225 -4.19203 2.12556 -0.48
C -0.21829 -2.35692 -4.39801 -0.77
C 4.56087 3.84508 -0.23258 -0.67
C -0.59663 -3.54999 2.93073 -0.91
C 4.78018 1.62071 0.65900 -0.60
C 1.69333 0.70315 2.94383 0.53
C 3.36896 -4.26910 1.70533 -0.42
C -0.61761 -1.34350 -5.25745 -0.94
C 4.49508 -1.76433 2.07285 -0.24
C 4.68114 -2.75938 3.02810 -0.83
C 1.74683 1.48819 5.62494 -0.74
C -5.04107 5.14202 -3.34918 -0.67
C -0.20229 -2.12858 -3.03330 -0.54
C 4.06486 -2.23322 -4.35052 -0.56
C -5.43268 2.90092 -4.08894 -0.94
H -3.47051 6.73484 -1.98531 0.41
H -4.50784 2.01142 2.79210 0.51
H -4.16627 -0.59331 3.47391 0.49
H 0.55442 -2.54700 4.50647 0.74
H 3.36496 2.01306 2.68966 0.34
H 4.25332 -4.78382 3.59596 0.39
H 2.93859 -5.25177 1.54905 0.42
H -0.43525 -4.45858 3.51666 0.62
H -2.53322 3.45163 -0.80854 0.55
H 3.50432 -2.48342 -5.24356 0.45
H 1.05101 3.27865 1.33955 0.53
H -2.93010 -1.26029 1.43086 0.53
H 0.76723 1.96254 0.17717 -0.10
H -1.43431 0.61866 -6.72103 0.40
H -0.35927 -2.90370 0.88322 -0.90
H 0.23387 3.59575 -0.19278 0.47
H 4.81877 4.89642 -0.20869 0.39
H -2.61051 1.17137 -5.53907 0.30
H -0.59559 3.73924 3.02246 0.43
H 7.23215 -2.18414 -3.15763 0.39
H 4.95998 -0.80320 2.24034 0.08
H -1.07750 -5.36557 0.03920 0.44
H -0.60236 -1.49316 -6.33105 0.31
H 2.32852 -1.60495 -3.25782 0.19
H 5.96021 -2.77618 -5.19676 0.38
H -3.37105 5.57952 -0.66202 0.31
H 0.58963 -4.29952 1.29722 -0.20
H -0.98893 1.87520 -5.57611 0.35
H 3.42020 2.70411 5.06528 0.45
H -4.57749 -5.20239 1.73999 0.48
H 1.77147 1.79071 6.66378 0.39
H -1.63390 -3.25229 3.10613 0.09
H -4.15370 1.40231 -3.24732 0.66
H -1.97371 -5.37165 1.56589 0.52
H 2.63835 1.65763 -1.95717 0.35
H 6.05849 -1.32145 -1.17695 0.38
H -2.11820 5.59773 -1.89996 0.33
H 3.24817 4.03863 -1.92054 0.44
H -6.59009 4.59243 -4.72969 0.40
H -3.90012 0.96688 0.62094 0.68
H 0.10274 -3.31263 -4.79656 0.46
H -5.99263 2.18363 -4.67511 0.41
H -5.61961 -2.22611 4.63487 0.41
H 5.24706 0.96134 1.37735 0.22
H 5.81475 3.33761 1.43094 0.44
H 1.64222 0.39464 1.90226 0.03
H -2.82514 3.36376 4.01679 0.44
H 5.27321 -2.55343 3.91152 0.45
H 2.58913 -3.48054 -0.12547 0.35
H -5.82473 -4.53341 3.76849 0.39
H -1.95500 1.88585 -3.68261 0.26
H 1.26153 -2.35406 2.88442 -0.67
H 0.01968 0.23004 5.86691 0.50
H 0.11964 -2.91705 -2.36644 0.32
H -5.29725 6.19515 -3.36653 0.37
```

Summary:
E: -5497.3027 hartree
HOMO-LUMO gap (spin up / spin down): 0.20862 / 0.22529 Ha
⟨S²⟩: 0.766
2S+1: 2

Entry 3:
C7H17NO3S | wB97M-V/def2-TZVPD

```
29
Properties=species:S:1:pos:R:3:mulliken_charge:R:1
S -0.82535 1.24675 -1.31074 1.31
O -1.65298 0.20166 -2.13992 -0.47
O 0.07250 1.80374 -2.26320 -0.63
O -1.70827 2.12747 -0.57793 -0.65
N -0.92642 -1.14390 0.32923 -0.21
C 1.28036 -1.31470 -1.84698 -1.00
C -2.22769 -0.75879 0.85696 -1.10
C 1.37569 -0.21077 -0.72888 -1.39
C 0.39018 1.17314 1.20829 -0.61
C -0.15389 -1.95072 1.40097 -1.08
C 0.12440 0.29857 -0.02123 0.92
C 1.39422 2.28571 1.00891 -1.20
H 1.95218 0.58528 -1.27953 0.50
H -2.28885 -0.46926 1.89197 0.32
H 0.87475 -2.25907 1.02351 0.24
H 2.18058 -0.47358 -0.06185 0.64
H 1.21405 3.14071 1.73774 0.36
H 1.72075 -2.30276 -1.51275 0.28
H -0.53983 -2.97740 1.48738 0.35
H -2.67837 -0.00193 0.21654 0.45
H -0.69841 1.64988 1.48235 0.30
H -2.07505 -0.52029 -1.79086 0.37
H 0.55321 0.55024 2.01319 0.34
H -2.84589 -1.71665 0.70728 0.34
H 0.17572 -1.44619 -2.27608 0.17
H 2.44714 1.90544 0.93410 0.29
H -0.13479 -1.38791 2.22156 0.51
H 1.76559 -0.94492 -2.77191 0.37
H 1.23446 2.91026 0.06188 0.29
```

Summary:
E: -955.4504 hartree
HOMO-LUMO gap: 0.37208 Ha

Q: Among the records above, which one has the highest E?
A: C7H17NO3S

Q: Look up the E of the second one.
A: -5497.3027 hartree